5 unconnected molecules or ions with the total composition C37H87ClN3O16P2 at a distorted geometry, computed with ωB97M-V/def2-TZVPD.

Results
**Total charge**: +1
**Calculated total energy**: -108099.221 eV
**M**: 927.51 g/mol

CARTESIAN COORDINATES (ANGSTROEM)
1 Cl -4.47 -0.07 4.59
2 P -3.03 -3.71 2.98
3 P -0.37 -2.96 5.18
4 O 0.08 6.56 -8.99
5 O 3.07 5.33 -8.79
6 O -3.23 2.94 -0.40
7 O -2.86 -6.11 10.43
8 O 4.25 -0.88 -1.77
9 O 4.24 0.73 -8.75
10 O 3.68 1.30 0.34
11 O -2.53 -2.22 2.82
12 O 4.73 -2.02 -9.99
13 O -4.51 -3.77 2.45
14 O -2.17 -4.66 2.27
15 O 5.82 -2.04 -7.08
16 O 1.52 6.25 -6.31
17 O 2.00 -1.22 0.63
18 O -3.46 5.32 1.53
19 O -1.61 2.64 2.17
20 N -4.32 -2.37 5.89
21 N -1.95 -2.27 5.74
22 N -3.06 -4.01 4.68
23 C -4.48 -0.94 6.11
24 C 1.65 4.95 -6.88
25 C 2.40 1.03 -0.19
26 C -2.47 -6.23 9.08
27 C -4.07 -5.37 6.51
28 C -3.09 -2.83 5.45
29 C 1.54 0.12 0.66
30 C 0.21 7.54 -7.98
31 C -3.23 6.65 1.11
32 C -5.82 -0.71 6.81
33 C 2.97 4.66 -7.55
34 C -3.33 -4.83 10.76
35 C -1.16 2.43 0.84
36 C -1.22 6.03 -9.12
37 C -1.77 1.46 2.91
38 C -5.75 0.54 7.71
39 C 4.66 0.26 0.33
40 C 1.48 7.37 -7.18
41 C -4.21 3.21 0.59
42 C 4.37 5.81 -9.08
43 C 5.19 -0.14 -1.02
44 C 4.33 -0.64 -3.16
45 C -4.51 4.67 0.83
46 C 3.58 -1.54 -9.32
47 C -2.23 -3.76 10.76
48 C 0.78 -1.58 5.54
49 C 3.34 -0.06 -9.51
50 C -3.46 -7.03 8.26
51 C -4.14 -4.96 5.05
52 C -3.37 -6.69 6.76
53 C 4.71 1.87 -9.44
54 C 5.54 -3.18 -6.29
55 C 1.97 -1.83 1.89
56 C 6.49 -2.39 -8.29
57 C -1.88 3.30 -0.16
58 C -0.03 -4.16 6.51
59 C 6.02 -1.66 -9.52
60 H 6.70 -1.96 -10.32
61 H -2.26 -5.27 8.62
62 H 0.24 8.53 -8.46
63 H 0.52 0.12 0.26
64 H 0.82 4.73 -7.55
65 H 5.55 2.27 -8.88
66 H 5.10 -3.97 -6.90
67 H 2.32 0.19 -9.19
68 H 3.79 4.96 -6.88
69 H 0.99 -4.03 6.85
70 H 5.04 4.99 -9.37
71 H 0.94 -2.13 2.15
72 H -0.80 1.06 3.23
73 H -2.40 -3.09 9.92
74 H 5.50 0.67 0.89
75 H -4.66 -2.90 6.69
76 H 3.93 2.65 -9.51
77 H -1.96 -1.44 6.32
78 H -2.26 6.95 1.52
79 H 5.05 1.61 -10.44
80 H -1.89 6.73 -9.62
81 H -0.65 -4.00 7.39
82 H 1.50 0.51 1.69
83 H 3.44 0.16 -10.58
84 H -3.74 -0.52 6.78
85 H -1.75 -2.29 2.24
86 H 0.60 -1.18 6.53
87 H -5.09 -5.49 6.85
88 H -3.70 -4.92 11.77
89 H 2.38 -1.18 2.67
90 H 5.50 0.75 -1.58
91 H 4.83 -2.90 -5.51
92 H 3.57 -1.83 -8.26
93 H -2.31 -6.61 6.54
94 H 6.46 -3.54 -5.81
95 H 4.40 0.42 -3.40
96 H 7.56 -2.16 -8.16
97 H 0.62 -0.82 4.80
98 H -4.00 -5.84 4.44
99 H 6.08 -0.77 -0.86
100 H -0.65 7.51 -7.30
101 H -6.03 -1.54 7.47
102 H -2.24 -3.17 11.66
103 H 6.40 -3.47 -8.47
104 H -5.11 -4.57 4.78
105 H 2.74 -2.06 -9.80
106 H -4.45 -6.71 8.58
107 H 2.45 0.68 -1.22
108 H -1.78 4.35 0.09
109 H -5.25 1.34 7.18
110 H -5.21 0.26 8.60
111 H -5.42 4.75 1.43
112 H -3.39 -8.09 8.45
113 H -4.00 7.32 1.49
114 H -1.53 -6.77 9.07
115 H 1.91 2.01 -0.22
116 H 6.11 -0.58 -9.42
117 H 3.04 3.58 -7.74
118 H -4.62 -4.64 2.01
119 H -1.27 1.38 0.55
120 H -2.36 1.71 3.80
121 H -6.63 -0.66 6.11
122 H 1.55 8.23 -6.51
123 H -2.32 0.70 2.35
124 H -5.12 2.75 0.21
125 H -4.19 -4.54 10.16
126 H 4.30 -0.61 0.88
127 H -3.96 2.71 1.53
128 H -1.14 5.12 -9.73
129 H 1.78 -1.97 5.49
130 H 2.35 7.40 -7.83
131 H 1.56 4.27 -6.03
132 H 5.18 -1.18 -3.58
133 H -3.18 6.72 0.02
134 H -3.62 -4.62 7.15
135 H -0.12 -5.18 6.16
136 H -0.09 2.68 0.81
137 H 4.28 6.51 -9.90
138 H -1.64 5.75 -8.15
139 H -4.68 5.16 -0.14
140 H -1.28 -4.23 10.60
141 H -6.74 0.82 8.01
142 H 3.41 -1.03 -3.62
143 H -1.38 3.15 -1.12
144 H 4.80 6.34 -8.22
145 H -3.81 -7.49 6.20
146 H 2.58 -2.73 1.84

Atom charges from the Mulliken analysis, given in e for atoms 1 to 99: number 1, Cl, carries -0.0393; number 2, P, carries 0.4533; number 3, P, carries 0.5048; number 4, O, carries -0.2702; number 5, O, carries -0.2475; number 6, O, carries -0.4935; number 7, O, carries -0.4447; number 8, O, carries -0.3005; number 9, O, carries -0.3315; number 10, O, carries -0.5030; number 11, O, carries -0.1940; number 12, O, carries -0.4319; number 13, O, carries -0.5438; number 14, O, carries -0.7367; number 15, O, carries -0.2366; number 16, O, carries -0.4491; number 17, O, carries -0.3201; number 18, O, carries -0.2775; number 19, O, carries -0.4215; number 20, N, carries 0.2845; number 21, N, carries 0.2940; number 22, N, carries 0.7608; number 23, C, carries -0.3762; number 24, C, carries -0.5159; number 25, C, carries -0.3105; number 26, C, carries 0.0063; number 27, C, carries -0.1494; number 28, C, carries -1.0831; number 29, C, carries -0.2185; number 30, C, carries -0.5388; number 31, C, carries -0.8082; number 32, C, carries -0.3880; number 33, C, carries -0.1416; number 34, C, carries -0.1516; number 35, C, carries -0.0496; number 36, C, carries -0.8123; number 37, C, carries -0.6295; number 38, C, carries -1.3403; number 39, C, carries -0.3028; number 40, C, carries -0.2942; number 41, C, carries -0.1126; number 42, C, carries -0.7714; number 43, C, carries -0.5495; number 44, C, carries -0.7381; number 45, C, carries -0.5802; number 46, C, carries -0.3751; number 47, C, carries -0.9573; number 48, C, carries -1.1349; number 49, C, carries -0.5651; number 50, C, carries -0.7816; number 51, C, carries -0.9086; number 52, C, carries -0.8558; number 53, C, carries -0.8716; number 54, C, carries -0.7559; number 55, C, carries -0.6468; number 56, C, carries -0.6093; number 57, C, carries -0.5888; number 58, C, carries -1.1387; number 59, C, carries -0.2357; number 60, H, carries 0.3845; number 61, H, carries -0.1798; number 62, H, carries 0.3735; number 63, H, carries 0.3179; number 64, H, carries 0.1537; number 65, H, carries 0.2716; number 66, H, carries 0.4032; number 67, H, carries 0.3786; number 68, H, carries 0.3686; number 69, H, carries 0.5003; number 70, H, carries 0.2322; number 71, H, carries 0.0376; number 72, H, carries 0.2257; number 73, H, carries 0.1350; number 74, H, carries 0.4264; number 75, H, carries 0.3109; number 76, H, carries 0.3566; number 77, H, carries 0.2837; number 78, H, carries 0.2332; number 79, H, carries 0.4162; number 80, H, carries 0.3183; number 81, H, carries 0.0867; number 82, H, carries 0.2208; number 83, H, carries 0.3741; number 84, H, carries 0.2505; number 85, H, carries 0.2809; number 86, H, carries 0.5301; number 87, H, carries 0.3386; number 88, H, carries 0.4153; number 89, H, carries 0.3717; number 90, H, carries 0.3471; number 91, H, carries 0.1584; number 92, H, carries 0.1538; number 93, H, carries 0.2151; number 94, H, carries 0.3261; number 95, H, carries 0.3544; number 96, H, carries 0.3517; number 97, H, carries 0.1277; number 98, H, carries 0.7027; number 99, H, carries 0.4124